ORCA calculation (ωB97M-V/def2-TZVPD) on C29H52GaP2Si as an isolated structure at a distorted geometry.

- DFT total energy (hartree) = -4032.7442
- LUMO level (alpha / beta) (eV) = -3.28 / -3.02
- net charge = +1

Geometry as XYZ:
```
85
Properties=species:S:1:pos:R:3:mulliken_charge:R:1
Ga -1.810 2.051 -2.971 -0.3647
C 3.547 2.035 1.048 0.1018
C 2.821 3.085 1.673 0.7470
C 2.443 1.156 2.866 0.5758
C 3.325 0.847 1.796 0.6143
C 2.139 2.544 2.796 0.0583
C 4.416 2.168 -0.137 -1.6869
H 4.035 2.942 -0.814 0.4184
H 4.468 1.220 -0.685 0.3823
H 5.446 2.447 0.135 0.2626
C 3.886 -0.491 1.529 -0.8561
H 4.656 -0.447 0.750 0.4239
H 3.092 -1.190 1.218 -0.1765
H 4.341 -0.911 2.440 0.3145
C 1.935 0.175 3.846 -0.8518
H 2.762 -0.396 4.295 0.2796
H 1.275 -0.557 3.352 -0.0732
H 1.383 0.672 4.650 0.4597
C 1.307 3.312 3.743 -1.5903
H 1.914 3.809 4.518 0.2592
H 0.597 2.654 4.258 0.3832
H 0.745 4.097 3.220 0.3813
C 2.795 4.501 1.249 -1.4685
H 3.546 5.102 1.785 0.2975
H 1.813 4.948 1.452 0.3435
H 3.007 4.589 0.177 0.3333
C -2.751 1.170 -4.600 -0.0551
C -1.760 2.104 -5.016 -0.3603
C -2.119 3.508 -5.494 -0.9432
C -3.072 4.241 -4.521 -0.8214
C -2.863 3.805 -3.066 -0.4762
C -3.658 2.791 -2.466 -0.1289
C -4.756 2.098 -3.262 -0.9992
C -4.243 1.481 -4.595 -0.8885
H -2.537 3.505 -6.511 0.3088
H -4.118 4.126 -4.847 0.2600
H -1.179 4.085 -5.570 0.3794
H -4.541 2.133 -5.434 0.3060
H -2.536 0.100 -4.700 0.6409
H -0.820 1.721 -5.423 0.5408
H -4.783 0.532 -4.744 0.3593
H -5.183 1.285 -2.649 0.3661
H -3.826 2.813 -1.385 0.7003
H -5.594 2.778 -3.494 0.3134
H -2.860 5.319 -4.589 0.3889
H -2.392 4.581 -2.447 0.5699
P 0.273 -2.085 -1.081 1.5702
P -1.847 -0.604 1.275 0.6840
C -1.549 -2.014 -1.144 -0.9255
C -2.242 -2.106 0.223 -1.0902
H -1.861 -2.846 -1.800 0.5893
H -1.798 -1.064 -1.641 0.1212
H -3.330 -2.129 0.061 0.6138
H -1.931 -2.999 0.791 0.3120
C -1.736 -1.464 2.888 -1.0226
H -2.078 -0.757 3.654 0.4671
H -0.691 -1.755 3.054 -0.1059
H -2.379 -2.356 2.868 0.3877
C -3.521 0.121 1.519 -1.0089
H -4.305 -0.609 1.268 0.3662
H -3.633 1.019 0.895 0.1342
H -3.599 0.416 2.573 0.4019
C 0.799 -3.516 -2.009 -1.3599
H 1.789 -3.334 -2.446 0.4001
H 0.078 -3.722 -2.813 0.4929
H 0.859 -4.395 -1.350 0.3073
C 0.863 -0.540 -1.767 -1.1359
H 1.913 -0.432 -1.451 0.3414
H 0.284 0.311 -1.381 0.1179
H 0.803 -0.572 -2.861 0.4956
C 2.514 -3.781 4.040 -0.9129
Si 1.612 -4.280 2.485 -0.3714
C 2.685 -5.306 1.314 -0.9356
C -0.015 -5.195 2.721 -0.9523
C 1.195 -2.688 1.617 0.0838
C 0.808 -2.151 0.569 -0.0581
H 2.765 -4.659 4.650 0.4193
H 1.892 -3.096 4.633 0.2861
H 3.443 -3.253 3.779 0.2832
H 2.894 -6.296 1.745 0.3749
H 2.181 -5.450 0.345 0.2413
H 3.641 -4.796 1.120 0.3240
H -0.641 -4.716 3.487 0.3115
H -0.588 -5.204 1.780 0.3059
H 0.162 -6.237 3.018 0.4175
```